2 unconnected molecules or ions with the total composition C4H11N3O2. Source: the OMol25 dataset; level of theory: the ωB97M-V functional and the def2-TZVPD basis.

Properties
Spin multiplicity: 2
<S²>: 0.7580
HOMO-LUMO gap (spin up / spin down) in eV: 11.09 / 6.73
DFT total energy in eV: -12883.4364
Net charge: +1
LUMO (spin up / spin down) in eV: -3.05 / -7.40

Atoms and positions in Å:
C -2.773 -0.150 -1.860
C -1.286 -0.307 -2.000
O -0.511 -1.116 -1.592
O -0.909 0.819 -2.719
H -3.151 -0.373 -0.868
H -3.335 -0.599 -2.682
H -3.065 0.890 -1.994
C -0.504 0.747 2.682
C 1.468 0.004 1.348
N 0.211 0.120 1.629
N 2.538 0.353 2.179
N 1.860 -0.639 0.224
H 0.003 1.150 -2.844
H -0.235 1.661 3.211
H -0.824 -0.135 3.251
H 2.428 0.149 3.165
H 3.399 -0.051 1.840
H 2.770 -0.383 -0.129
H 1.157 -0.976 -0.430
H -1.417 1.049 2.148